No. 1
# C5F15NaO15S5

A molecular structure, C5F15NaO15S5 (ωB97M-V/def2-TZVPD, the Open Molecules 2025 dataset).

**Calculated total energy**: -135250.308 eV
**Maximum force**: 6.0 eV/A
**HOMO level**: 1.8 eV
**Energy above the lowest of the compared OMol25 structures with the same formula, charge and spin**: 50.6 kcal/mol
**Gap between HOMO and LUMO**: 5.59 eV

```
! RIJCOSX wB97M-V def2-TZVPD def2/J DEFGRID3
* xyz -4 1
Na -16.39215 11.91016 6.39904
C -21.32619 12.09694 5.75695
F -21.48729 11.34624 6.87322
F -21.10115 11.24552 4.73510
F -22.47337 12.82902 5.56393
S -19.81272 13.26179 5.74332
O -20.04619 14.34349 6.77610
O -18.70472 12.39983 6.03087
O -19.66325 13.87334 4.40721
C -14.95079 16.83667 5.86414
F -15.39519 18.12453 5.91857
F -14.52953 16.49667 4.65611
F -13.97700 16.77022 6.80588
S -16.39293 15.66667 6.32181
O -15.66719 14.36964 6.46119
O -17.06922 16.12036 7.52998
O -17.31436 15.63038 5.14396
C -12.59910 8.77741 5.79904
F -12.38925 9.02566 4.45540
F -11.90633 7.67112 6.16332
F -12.01609 9.81904 6.43871
S -14.48203 8.69120 6.32344
O -14.96036 9.99870 6.77343
O -15.22895 8.46726 5.07391
O -14.51553 7.66035 7.38641
C -18.67563 12.01869 10.74659
F -18.71246 12.25771 12.03979
F -18.19904 10.82290 10.50568
F -19.83570 12.08767 10.11321
S -17.41710 13.18588 9.86894
O -17.01685 12.50194 8.61360
O -18.15386 14.44032 9.70821
O -16.23270 13.29356 10.75677
C -13.82479 13.05229 2.29123
F -12.91089 12.67531 3.21524
F -14.02088 14.41624 2.26298
F -13.35653 12.72335 1.10005
S -15.48723 12.15629 2.82209
O -15.28973 10.82255 2.39278
O -15.61489 12.29923 4.26056
O -16.56243 12.85626 2.17144
*
```

These are the Mulliken partial charges, in e, on atoms 1 to 8: 1.1007 0.3860 -0.2231 -0.2229 -0.2336 1.1909 -0.6679 -0.5180

***

No. 2
# C5F15O15S5Ti

A molecular structure, C5F15O15S5Ti (ωB97M-V/def2-TZVPD, the Open Molecules 2025 dataset).

**Calculated total energy**: -153946.269 eV
**Maximum force**: 4.6 eV/A
**<S²>**: 3.7505
**HOMO level (alpha / beta)**: -0.1 / -1.0 eV
**Gap between HOMO and LUMO (alpha / beta)**: 6.86 / 7.95 eV

```
! RIJCOSX wB97M-V def2-TZVPD def2/J DEFGRID3
* xyz -4 4
Ti 0.41836 -0.02983 0.98024
C -3.17948 -5.93630 3.64892
F -4.19576 -5.16331 3.43923
F -3.48416 -6.86939 4.60260
F -2.95583 -6.40097 2.45630
S -1.70462 -4.81744 4.16986
O -0.54878 -5.66775 4.51042
O -1.43334 -3.94057 3.01196
O -2.16278 -4.15992 5.37605
C 5.88910 1.81251 -2.49839
F 5.61086 2.88355 -3.27322
F 5.41015 0.67487 -2.89490
F 7.25884 1.73986 -2.48394
S 5.38039 2.23084 -0.62641
O 5.74061 3.63802 -0.33381
O 3.94637 2.04894 -0.69415
O 6.04771 1.28164 0.24265
C 1.30308 -2.34793 -5.57584
F 1.83361 -1.14937 -5.42541
F 0.49528 -2.37643 -6.62755
F 2.25168 -3.22947 -5.72044
S 0.37909 -2.88556 -3.96034
O 0.59673 -4.29309 -3.67448
O 0.89987 -1.91364 -2.95611
O -1.01397 -2.62465 -4.27647
C -3.04060 2.19955 5.00525
F -3.64807 1.96410 6.16174
F -3.05294 1.07626 4.34943
F -3.63863 3.22450 4.33726
S -1.18843 2.39203 5.29604
O -1.06854 3.80368 5.82686
O -0.75608 1.31304 6.20786
O -0.55092 2.24871 3.96870
C -1.39142 3.68842 -3.58499
F -2.00875 4.41918 -4.47126
F -1.20963 2.48327 -4.15810
F -0.19048 4.29313 -3.37148
S -2.59056 3.61064 -1.95054
O -2.36690 4.94374 -1.38001
O -3.90617 3.34208 -2.51443
O -2.17497 2.49309 -1.13904
*
```

These are the Mulliken partial charges, in e, on atoms 1 to 8: 1.0123 0.5797 -0.2294 -0.2362 -0.2238 1.0930 -0.7020 -0.6183

***

No. 3
# C5H10

C5H10 in the gas phase (ωB97M-V/def2-TZVPD, the Open Molecules 2025 dataset).

**Calculated total energy**: -5346.243 eV
**Maximum force**: 1.4 eV/A
**SMILES string**: C/C=C/CC
**HOMO level**: -9.0 eV
**Energy above the lowest of the compared OMol25 structures with the same formula, charge and spin**: 23.6 kcal/mol
**Gap between HOMO and LUMO**: 10.27 eV

```
! RIJCOSX wB97M-V def2-TZVPD def2/J DEFGRID3
* xyz 0 1
C 2.34917 0.79801 -0.46183
C 0.89389 0.69285 -0.11669
C 0.24296 -0.46702 -0.21420
C -1.24780 -0.68910 -0.35118
C -2.04394 -0.34795 0.92772
H 2.51400 1.25578 -1.43692
H 2.80574 -0.19039 -0.43073
H 2.95827 1.27792 0.31329
H 0.30894 1.58366 0.10624
H 0.85595 -1.36503 -0.29033
H -1.53078 -0.00426 -1.15570
H -1.45446 -1.71002 -0.64710
H -3.02843 0.03212 0.68568
H -1.48891 0.37638 1.52276
H -2.13462 -1.24294 1.54900
*
```

These are the Mulliken partial charges, in e, on atoms 1 to 8: -1.1043 -0.0328 -0.2703 -0.5099 -0.9938 0.2572 0.3102 0.3127

***

No. 4
# C5H10BN

C5H10BN in the gas phase (ωB97M-V/def2-TZVPD, the Open Molecules 2025 dataset).

**Calculated total energy**: -7510.758 eV
**Maximum force**: 4.2 eV/A
**HOMO level (alpha / beta)**: -8.8 / -8.8 eV
**Energy above the lowest of the compared OMol25 structures with the same formula, charge and spin**: 83.2 kcal/mol
**Gap between HOMO and LUMO (alpha / beta)**: 8.95 / 8.95 eV

```
! RIJCOSX wB97M-V def2-TZVPD def2/J DEFGRID3
* xyz 0 1
B -0.69516 0.19656 -0.44143
C -0.76657 -1.38667 -0.80834
C 0.19508 -2.15317 -0.20040
C 1.29678 -1.57699 0.59621
C -1.71378 1.26892 -1.03513
C 1.02548 1.48155 1.05516
N 0.35584 0.45520 0.37460
H -1.40440 -1.89447 -1.45328
H 0.41224 -3.15105 -0.43768
H 1.22787 -1.65533 1.71175
H 2.31433 -1.36987 0.16568
H -1.52114 2.31984 -0.50936
H -2.71067 0.92369 -0.81486
H -1.56424 1.21440 -2.05584
H 1.96211 1.81109 0.63040
H 0.32111 2.46012 1.18196
H 1.26511 1.05619 2.04057
*
```

These are the Mulliken partial charges, in e, on atoms 1 to 8: 0.2187 -0.4682 -0.3724 -0.3582 -0.8581 -0.7162 -0.3346 0.4789

***

No. 5
# C5H10BN

C5H10BN in the gas phase (ωB97M-V/def2-TZVPD, the Open Molecules 2025 dataset).

**Calculated total energy**: -7507.979 eV
**Maximum force**: 5.1 eV/A
**<S²>**: 2.0274
**HOMO level (alpha / beta)**: -4.4 / -8.8 eV
**Energy above the lowest of the compared OMol25 structures with the same formula, charge and spin**: 1.9 kcal/mol
**Gap between HOMO and LUMO (alpha / beta)**: 5.13 / 8.07 eV

```
! RIJCOSX wB97M-V def2-TZVPD def2/J DEFGRID3
* xyz 0 3
B -0.46751 0.29849 0.66356
C -0.78974 -1.00331 -1.81442
C 0.41901 -0.98210 -1.24950
C -1.77214 -0.13476 -1.31992
C -0.52536 1.34616 1.87210
C 1.83998 -0.36287 0.63930
N 0.55001 -0.29874 -0.06230
H -1.03895 -1.65584 -2.55360
H 1.19101 -1.54848 -1.65481
H -2.73193 -0.34249 -1.41388
H -1.67848 0.92655 -1.49533
H -0.88467 2.34359 1.50516
H 0.51208 1.53224 2.22702
H -1.28980 0.97672 2.57228
H 2.19307 -1.31832 0.64216
H 2.60969 0.04375 -0.07808
H 1.86373 0.17942 1.52027
*
```

These are the Mulliken partial charges, in e, on atoms 1 to 8: -0.2726 -0.2092 -0.2618 -1.0884 -0.8651 -1.0529 0.3083 0.4669

***

No. 6
# C5H10BrNO2

C5H10BrNO2 in the gas phase (ωB97M-V/def2-TZVPD, the Open Molecules 2025 dataset).

**Calculated total energy**: -80970.725 eV
**Maximum force**: 4.2 eV/A
**SMILES string**: CC(C)[C@](C)(Br)[N+](=O)[O-]
**HOMO level**: -9.9 eV
**Energy above the lowest of the compared OMol25 structures with the same formula, charge and spin**: 68.0 kcal/mol
**Gap between HOMO and LUMO**: 9.81 eV

```
! RIJCOSX wB97M-V def2-TZVPD def2/J DEFGRID3
* xyz 0 1
C 0.57198 -1.76102 -0.67914
C 0.32046 -0.24487 -0.82913
C 1.49748 0.69189 -0.54216
C -0.91504 0.12763 0.16153
C -0.55089 0.17360 1.60429
Br -2.31257 -1.09281 -0.13120
N -1.41843 1.44685 -0.14496
O -0.78112 2.46370 0.16143
O -2.50781 1.40559 -0.75884
H 0.54494 -1.99685 0.44263
H 1.62140 -2.04364 -1.00897
H -0.22534 -2.38032 -1.05028
H 0.09113 -0.18365 -1.85809
H 2.24960 0.32898 -1.15853
H 1.31010 1.73062 -0.76668
H 1.79861 0.56263 0.39973
H -0.21198 -0.76680 2.09212
H 0.31044 0.97767 1.74632
H -1.39296 0.56081 2.31993
*
```

These are the Mulliken partial charges, in e, on atoms 1 to 8: -1.2769 0.4784 -1.7193 0.3850 -1.3142 -0.0519 0.9935 -0.5621

***

No. 7
# C5H10CeO3

A molecular structure, C5H10CeO3 (ωB97M-V/def2-TZVPD, the Open Molecules 2025 dataset).

**Calculated total energy**: -24411.964 eV
**Maximum force**: 5.4 eV/A
**<S²>**: 2.0032
**HOMO level (alpha / beta)**: -4.8 / -6.3 eV
**Energy above the lowest of the compared OMol25 structures with the same formula, charge and spin**: 36.2 kcal/mol
**Gap between HOMO and LUMO (alpha / beta)**: 5.18 / 6.31 eV

```
! RIJCOSX wB97M-V def2-TZVPD def2/J DEFGRID3
* xyz 0 3
C -3.30042 0.27663 -0.83847
H -3.07395 -0.02546 0.44406
H -3.98163 1.11637 -0.64447
H -3.76492 -0.69200 -1.07073
H -2.71867 0.56907 -1.72491
O -0.82150 1.57609 0.57745
C -1.43301 0.41981 0.54495
C -0.45105 -0.73720 0.37042
O 0.78400 -0.36727 -0.23494
C 1.95898 -0.72882 0.49161
C 3.08859 0.17674 0.02112
O 2.71674 1.50840 0.08646
Ce 0.88105 2.10556 -0.63276
H -0.90899 -1.48461 -0.29914
H -0.27035 -1.17745 1.36443
H 2.18519 -1.79637 0.33601
H 1.77199 -0.55700 1.56559
H 3.36750 -0.13096 -1.01147
H 3.97046 -0.05153 0.65481
*
```

These are the Mulliken partial charges, in e, on atoms 1 to 8: -1.2701 0.4631 0.3294 0.3602 0.2989 -0.5139 -0.3647 -0.1324

***

No. 8
# C5H10ClN2

A molecular structure, C5H10ClN2 (ωB97M-V/def2-TZVPD, the Open Molecules 2025 dataset).

**Calculated total energy**: -20839.967 eV
**Maximum force**: 5.3 eV/A
**HOMO level (alpha / beta)**: -12.3 / -12.3 eV
**Energy above the lowest of the compared OMol25 structures with the same formula, charge and spin**: 89.7 kcal/mol
**Gap between HOMO and LUMO (alpha / beta)**: 8.15 / 8.15 eV

```
! RIJCOSX wB97M-V def2-TZVPD def2/J DEFGRID3
* xyz 1 1
C 0.88451 -0.90731 -1.07795
C -1.37135 1.95320 -0.62443
C -1.52903 1.28239 0.68575
C -1.02320 0.05966 -0.08390
C 0.84783 -0.67915 1.32291
N 0.23318 -0.54859 0.03590
N 2.09949 -1.39520 -0.98034
Cl -2.21489 -1.08060 -0.81866
H 0.34269 -1.06040 -2.07237
H -2.22674 2.15512 -1.17764
H -0.47142 2.32826 -0.88442
H -0.91014 1.44488 1.51338
H -2.58870 1.48220 0.91523
H 0.97529 -1.80080 1.45763
H 1.65662 0.03948 1.51610
H 0.23335 -0.34036 2.18347
H 2.48633 -1.87450 -1.78018
H 2.57616 -1.05828 -0.13049
*
```

These are the Mulliken partial charges, in e, on atoms 1 to 8: 0.2869 -0.6759 -0.4467 0.0421 -1.2804 0.0917 -0.2769 -0.1647

***

No. 9
# C5H10ClN2O2S

2 unconnected molecules or ions with the total composition C5H10ClN2O2S (ωB97M-V/def2-TZVPD, the Open Molecules 2025 dataset).

**Calculated total energy**: -35770.114 eV
**Maximum force**: 6.5 eV/A
**HOMO level (alpha / beta)**: -12.0 / -12.0 eV
**Energy above the lowest of the compared OMol25 structures with the same formula, charge and spin**: 11.3 kcal/mol
**Gap between HOMO and LUMO (alpha / beta)**: 7.26 / 7.26 eV

```
! RIJCOSX wB97M-V def2-TZVPD def2/J DEFGRID3
* xyz 1 1
C 2.04459 -0.61183 1.01769
C -1.02210 2.00044 0.43110
C 1.88476 -1.74200 -1.46719
C -1.05424 3.48237 0.17232
C -1.44027 0.02882 -0.80672
N 1.56361 -0.15389 2.14804
N -2.29445 -0.54110 0.06580
O -0.85549 1.37141 1.41050
O -1.12753 1.31798 -0.73196
S 0.89091 -0.78161 -0.25982
Cl -2.77015 4.00949 -0.00299
H 2.12512 -2.88451 -1.31536
H 2.85685 -1.20315 -1.44115
H 1.38643 -1.69262 -2.42181
H -0.45129 4.03121 0.86867
H -0.69142 3.59710 -0.88006
H -1.32327 -0.30268 -1.89673
H 0.67579 0.24570 2.24193
H -2.66182 -1.44800 0.11647
H -2.16083 0.09029 0.97098
H 2.23340 -0.07807 2.81983
*
```

These are the Mulliken partial charges, in e, on atoms 1 to 8: -0.3834 0.6657 -0.8032 -0.3753 -0.1429 -0.0737 -0.2644 -0.6538

***

No. 10
# C5H10ClN3O5P

2 unconnected molecules or ions with the total composition C5H10ClN3O5P (ωB97M-V/def2-TZVPD, the Open Molecules 2025 dataset).

**Calculated total energy**: -41868.074 eV
**Maximum force**: 3.6 eV/A
**HOMO level (alpha / beta)**: -5.2 / -5.2 eV
**Energy above the lowest of the compared OMol25 structures with the same formula, charge and spin**: 32.8 kcal/mol
**Gap between HOMO and LUMO (alpha / beta)**: 8.39 / 8.40 eV

```
! RIJCOSX wB97M-V def2-TZVPD def2/J DEFGRID3
* xyz -1 1
C -2.25266 -1.13650 1.43985
C 0.35847 -2.05580 -0.92640
C 1.09578 0.00997 0.92834
C 2.24378 0.75402 0.19183
C -0.14746 -0.63876 -1.01892
N 0.65926 0.12519 -1.98858
N -3.06252 -0.72968 0.65878
N -0.04704 0.14721 0.16805
O 0.17032 2.71860 -0.38505
O -2.13956 1.33930 -0.75813
O -1.51486 -1.85713 2.01139
O 0.11576 0.56371 -2.98341
O -1.30031 1.86854 1.51959
P -0.82779 1.65572 -0.07153
Cl 3.68665 0.59490 1.17728
H -0.11124 -2.65969 -0.21352
H 0.08199 -2.67450 -1.74593
H 1.42200 -2.31389 -0.58595
H 0.81653 0.46929 1.82123
H 1.45205 -0.92855 1.23283
H 2.14344 1.87166 -0.00023
H 2.52138 0.25315 -0.87325
H -1.08861 -0.50913 -1.46137
H -1.32122 2.84737 1.65245
H -2.95412 0.28500 0.21067
*
```

These are the Mulliken partial charges, in e, on atoms 1 to 8: 0.6733 -1.5903 -1.3646 -0.0306 -0.2905 0.0825 -0.6077 0.3693

***

No. 11
# C5H10ClN4

A gas-phase ion, C5H10ClN4 (charge +1) (ωB97M-V/def2-TZVPD, the Open Molecules 2025 dataset).

**Calculated total energy**: -23821.965 eV
**Maximum force**: 5.2 eV/A
**SMILES string**: C[C@H](Cl)CNc1nc[nH][nH+]1
**HOMO level**: -13.4 eV
**Energy above the lowest of the compared OMol25 structures with the same formula, charge and spin**: 50.7 kcal/mol
**Gap between HOMO and LUMO**: 9.60 eV

```
! RIJCOSX wB97M-V def2-TZVPD def2/J DEFGRID3
* xyz 1 1
C 2.05171 -1.21449 0.07420
C 2.37979 0.35785 -0.01436
Cl 3.60667 0.77523 1.30366
C 1.02201 1.12394 0.40358
N 0.00684 1.01793 -0.67804
C -1.17156 0.38633 -0.55784
N -1.56984 -0.24345 0.66614
C -2.87161 -0.74180 0.38570
N -3.18280 -0.44583 -0.96012
N -2.18440 0.24942 -1.57400
H 1.66096 -1.50019 1.10132
H 1.23260 -1.45122 -0.67593
H 2.96421 -1.85437 -0.13926
H 2.74405 0.64023 -1.05136
H 1.25085 2.22916 0.59714
H 0.69865 0.68383 1.39503
H 0.20877 1.44912 -1.58892
H -3.45169 -1.27578 1.19022
H -4.06850 -0.73635 -1.38102
H -2.14109 0.60183 -2.53679
*
```

These are the Mulliken partial charges, in e, on atoms 1 to 8: -1.0016 0.1261 -0.1686 -0.7822 -0.1155 0.4174 -0.3660 -0.0200

***

No. 12
# C5H10FIO

2 unconnected molecules or ions with the total composition C5H10FIO (ωB97M-V/def2-TZVPD, the Open Molecules 2025 dataset).

**Calculated total energy**: -18210.547 eV
**Maximum force**: 5.1 eV/A
**SMILES string**: C=C(F)OCCC.I
**HOMO level**: -9.1 eV
**Energy above the lowest of the compared OMol25 structures with the same formula, charge and spin**: 9.6 kcal/mol
**Gap between HOMO and LUMO**: 9.56 eV

```
! RIJCOSX wB97M-V def2-TZVPD def2/J DEFGRID3
* xyz 0 1
C -2.71088 0.13419 0.80309
C -1.72721 0.70075 0.14489
F -1.51837 1.96393 0.45487
O -1.07739 0.18312 -0.91263
C 0.15371 0.83753 -1.28327
C 1.07030 0.83879 0.01362
C 1.02497 -0.43326 0.85563
H -3.04080 -0.80727 0.67065
H -3.21770 0.73057 1.51794
H -0.06654 1.93581 -1.51505
H 0.37956 0.32292 -2.23124
H 2.13264 1.04688 -0.28815
H 0.71087 1.67172 0.51734
H 0.12260 -0.48394 1.33821
H 1.20148 -1.45349 0.22440
H 1.86061 -0.47235 1.43929
I -1.04793 -2.98075 -2.80490
H -0.95924 -1.30165 -2.52604
*
```

These are the Mulliken partial charges, in e, on atoms 1 to 8: -0.9241 0.5389 -0.2583 -0.2487 -0.3515 -0.5135 -1.1137 0.3455